(1)
{
  "formula": "ClN2O2",
  "method": "ωB97M-V with the def2-TZVPD basis set",
  "e_homo_ha": -0.1877,
  "spin_multiplicity": 1,
  "gap_ha": 0.3164,
  "charge": -1,
  "symbols": ["N", "N", "O", "O", "Cl"],
  "coordinates": [[-0.6638, -0.7612, 0.2649], [0.0553, 0.2196, -0.0181], [1.2629, 0.2949, -0.1675], [-0.7162, 1.2248, -0.1082], [0.7230, -2.5069, 0.0816]],
  "forces_ev_per_a": [[0.311, -3.519, 0.112], [0.809, 1.773, -0.359], [0.487, 0.083, -0.144], [-0.243, 0.372, 0.073], [-1.363, 1.291, 0.318]],
  "lowdin_charge": [-0.022, -0.725, -0.096, -0.099, -0.057]
}


(2)
{
  "formula": "C30H27O2P2SbSe4V",
  "method": "ωB97M-V with the def2-TZVPD basis set",
  "e_homo_ha": [-0.0220, -0.0359],
  "s_squared": 3.773,
  "spin_multiplicity": 4,
  "gap_ha": [0.1493, 0.1632],
  "charge": -2,
  "symbols": ["V", "C", "C", "C", "C", "C", "H", "H", "H", "H", "H", "O", "P", "C", "P", "O", "C", "C", "C", "C", "C", "C", "C", "C", "C", "C", "C", "C", "C", "C", "C", "C", "C", "C", "C", "C", "C", "C", "C", "C", "H", "H", "H", "H", "H", "H", "H", "H", "H", "H", "H", "H", "H", "H", "H", "H", "H", "H", "H", "H", "H", "H", "Se", "Sb", "Se", "Se", "Se"],
  "coordinates": [[0.2761, 3.4997, -1.0438], [0.7976, 5.1801, 0.5184], [1.4639, 4.0149, 0.9547], [2.4036, 3.6434, -0.0463], [2.2817, 4.5775, -1.1159], [1.2889, 5.5215, -0.7679], [0.0216, 5.7066, 1.0544], [1.3113, 3.4871, 1.8874], [3.0879, 2.8096, 0.0107], [2.8686, 4.5882, -2.0229], [0.9925, 6.3686, -1.3685], [-0.8047, 1.4148, 0.3824], [-1.2307, 0.0730, -0.0760], [0.0713, -1.1647, -0.3795], [1.8744, -0.9612, -0.3287], [2.6602, -0.0767, -1.2053], [2.3283, -2.7175, -0.6699], [3.0370, -2.9510, -1.8443], [3.4268, -4.2453, -2.1671], [3.1232, -5.2976, -1.3171], [2.4251, -5.0667, -0.1352], [2.0322, -3.7775, 0.1822], [2.2590, -0.7583, 1.4419], [3.5130, -1.1565, 1.9041], [3.8627, -0.9796, 3.2308], [2.9611, -0.3897, 4.1104], [1.7185, 0.0267, 3.6579], [1.3681, -0.1582, 2.3264], [-2.1160, -0.6746, 1.3712], [-2.7555, 0.2487, 2.1980], [-3.5382, -0.1808, 3.2583], [-3.6928, -1.5377, 3.5058], [-3.0653, -2.4641, 2.6857], [-2.2890, -2.0306, 1.6204], [-2.4409, -0.0817, -1.3812], [-3.2922, 1.0032, -1.5656], [-4.1718, 1.0132, -2.6345], [-4.2442, -0.0789, -3.4868], [-3.4675, -1.2034, -3.2462], [-2.5607, -1.2014, -2.1986], [-0.1262, -1.6577, -1.3358], [-0.0527, -1.9122, 0.4124], [3.2698, -2.1086, -2.4826], [3.9724, -4.4231, -3.0853], [3.4332, -6.3035, -1.5724], [2.1942, -5.8851, 0.5348], [1.5010, -3.6001, 1.1121], [4.2248, -1.6069, 1.2208], [4.8389, -1.2932, 3.5786], [3.2374, -0.2450, 5.1477], [1.0180, 0.5101, 4.3251], [0.4105, 0.2207, 1.9899], [-2.6140, 1.3040, 1.9982], [-4.0284, 0.5513, 3.8881], [-4.3056, -1.8734, 4.3333], [-3.1835, -3.5251, 2.8676], [-1.8300, -2.7772, 0.9788], [-3.2087, 1.8864, -0.9422], [-4.7398, 1.9112, -2.8447], [-4.8766, -0.0277, -4.3632], [-3.5364, -2.0665, -3.8943], [-1.9456, -2.0830, -2.0570], [-0.1521, 6.0682, -4.3697], [-1.6015, 4.2870, -3.5864], [-0.1068, 2.2074, -3.0600], [-1.9955, 4.4282, -1.1055], [-3.5821, 3.9906, -4.9882]],
  "forces_ev_per_a": [[0.431, 0.188, 1.557], [0.139, -0.064, 0.048], [0.256, 0.016, -0.200], [-0.109, 0.091, -0.136], [0.346, -0.060, 0.289], [0.397, 0.206, 0.231], [-0.046, -0.094, -0.094], [-0.109, 0.032, -0.066], [-0.059, -0.051, -0.111], [-0.144, -0.075, -0.024], [-0.155, -0.177, -0.061], [0.256, 0.310, -0.299], [-0.203, -0.309, 0.885], [-0.022, -0.133, -0.291], [0.465, -0.343, 0.461], [-0.296, 0.094, -0.160], [0.100, 0.395, 0.070], [-0.105, -0.114, 0.132], [0.003, 0.074, -0.037], [-0.018, -0.083, 0.051], [0.086, 0.023, -0.174], [-0.095, 0.016, 0.089], [-0.156, 0.033, -0.104], [0.047, -0.058, -0.099], [-0.084, 0.048, 0.059], [0.004, 0.012, 0.040], [0.123, -0.075, -0.060], [-0.032, 0.091, 0.033], [-0.106, 0.202, -0.306], [0.111, -0.033, 0.028], [0.006, 0.028, 0.014], [-0.026, -0.024, 0.036], [0.006, 0.039, 0.021], [0.036, -0.136, -0.076], [-0.002, 0.042, -0.160], [0.049, 0.126, -0.030], [-0.090, 0.067, -0.049], [0.029, 0.056, -0.002], [-0.041, 0.106, 0.040], [0.038, -0.159, -0.035], [0.060, 0.083, 0.049], [-0.046, -0.077, -0.193], [0.029, 0.018, -0.023], [0.005, -0.043, 0.002], [0.002, -0.010, 0.000], [0.005, -0.016, -0.007], [0.014, 0.052, -0.008], [-0.047, 0.005, -0.032], [0.003, 0.003, 0.008], [-0.002, 0.007, 0.010], [0.000, 0.006, 0.051], [0.061, -0.004, -0.063], [-0.020, 0.025, -0.001], [-0.013, -0.025, 0.020], [-0.002, -0.004, 0.012], [-0.013, -0.010, 0.014], [-0.028, 0.048, -0.011], [0.145, 0.055, -0.053], [0.029, -0.027, -0.009], [-0.063, -0.036, 0.011], [0.018, -0.037, -0.052], [0.047, 0.058, 0.032], [0.041, 0.105, -0.036], [0.320, -0.571, 0.157], [-0.209, -0.326, -1.360], [-1.278, 0.596, -0.116], [-0.088, -0.181, 0.089]],
  "mulliken_spin": [2.859, -0.046, 0.044, 0.065, -0.025, 0.027, 0.001, 0.004, 0.017, -0.007, 0.001, -0.034, 0.001, 0.005, 0.002, 0.016, -0.001, 0.000, 0.000, 0.000, 0.000, 0.000, 0.007, 0.001, 0.000, 0.000, 0.003, -0.007, 0.003, 0.000, 0.000, 0.000, 0.000, 0.001, 0.003, 0.006, -0.009, 0.002, -0.003, 0.003, -0.001, -0.001, 0.000, 0.000, 0.000, 0.000, 0.000, 0.000, 0.000, 0.000, 0.000, -0.013, 0.002, 0.000, 0.000, 0.000, 0.000, 0.016, -0.001, 0.000, 0.000, 0.000, 0.016, 0.033, -0.028, -0.025, 0.061]
}


(3)
{
  "formula": "C3H10NO2S",
  "method": "ωB97M-V with the def2-TZVPD basis set",
  "e_homo_ha": -0.1256,
  "spin_multiplicity": 1,
  "gap_ha": 0.2413,
  "charge": -1,
  "symbols": ["C", "O", "C", "C", "S", "N", "H", "H", "H", "H", "H", "H", "H", "H", "H", "H", "O"],
  "coordinates": [[0.1006, 0.1568, 1.3886], [0.5025, 1.5383, 1.1564], [-0.0670, -0.4962, 0.0528], [0.6476, -1.8392, -0.1734], [0.3046, -2.7828, -1.8021], [0.5118, 0.3081, -1.0879], [0.8247, -0.2127, 1.9638], [-0.7510, 0.2392, 1.9228], [-1.1589, -0.7614, -0.3962], [-0.1658, -2.5983, 0.2151], [1.5895, -1.9327, 0.1167], [-0.8841, -2.3505, -2.1791], [1.4845, 0.1773, -1.0920], [0.1579, 1.3147, -0.7549], [-1.2990, 3.2537, -0.5021], [-0.7436, 2.5778, 0.8369], [-1.0544, 3.4080, 0.3346]],
  "forces_ev_per_a": [[0.514, 4.815, -3.355], [-0.964, -1.083, 0.671], [-0.205, -1.740, -5.360], [-8.864, -2.230, -0.398], [1.824, 0.166, -0.614], [-4.317, 2.179, 1.152], [3.056, -2.437, 2.263], [-3.265, -0.552, 1.814], [1.844, 0.982, 1.809], [2.580, 1.254, 1.308], [4.087, -0.675, 1.152], [-0.419, 0.613, 0.278], [1.529, 0.681, 0.323], [2.279, -2.263, -0.847], [-1.242, -1.354, -4.551], [0.882, 0.190, -0.879], [0.679, 1.454, 5.234]],
  "lowdin_charge": [-0.323, -0.394, -0.439, -0.461, 0.584, -0.027, 0.051, 0.058, 0.146, 0.053, 0.012, -0.190, 0.022, 0.102, -0.083, 0.000, -0.111]
}


Energy relative to the best compared isomer or geometry (same formula, charge and spin) per entry: 0.742 1.149 3.296 eV